C46H68N2O24S | the ωB97M-V functional and the def2-TZVPD basis

## Properties
total energy: -111732.0483 eV
spin multiplicity: 1
charge: 0
highest occupied orbital energy: -9.071 eV
F_max: 9.02 eV/A

Each atom is followed by the atoms it is bonded to, with distances in Å.
Element x y z (Å)
1 C -3.4945 -2.7362 -0.6845  C2 1.671, H44 1.193, H45 1.173, H46 1.187
2 C -3.7075 -3.9977 -1.7593  C1 1.671, O3 1.358, O4 1.471
3 O -4.8893 -4.6537 -1.6243  C2 1.358
4 O -2.7127 -4.4064 -2.7636  C2 1.471, C5 1.486
5 C -1.7672 -3.3022 -3.0736  O4 1.486, C6 1.644, H47 1.184, H48 1.188
6 C -0.7661 -3.6218 -4.3373  C5 1.644, C7 1.667, H49 1.189, H50 1.182
7 C -0.3468 -2.2639 -5.2078  C6 1.667, C8 1.657, H51 1.173, H52 1.188
8 C 1.1349 -1.6676 -4.7658  C7 1.657, C9 1.641, H53 1.172, H54 1.191
9 C 1.6058 -0.3454 -5.6158  C8 1.641, C10 1.643, H55 1.189, H56 1.194
10 C 1.9016 0.9900 -4.7052  C9 1.643, C11 1.655, H57 1.192, H58 1.192
11 C 0.6440 1.2296 -3.6560  C10 1.655, C12 1.667, C21 1.645
12 C -0.8833 1.1884 -4.3230  C11 1.667, C13 1.663, H59 1.178
13 C -2.2356 1.3951 -3.3768  C12 1.663, C14 1.673, C19 1.662
14 C -3.7751 1.3836 -4.0304  C13 1.673, O15 1.472, H60 1.193, H61 1.182
15 O -3.6146 1.7159 -5.4550  C14 1.472, C16 1.472
16 C -4.9060 1.8942 -6.1380  O15 1.472, C17 1.640, O18 1.362
17 C -6.3201 2.3642 -5.4531  C16 1.640, H62 1.178, H63 1.193, H64 1.194
18 O -4.9174 1.6907 -7.4848  C16 1.362
19 C -1.9524 1.6104 -1.7531  C13 1.662, C20 1.672, C42 1.662
20 C -0.4156 1.6700 -1.0960  C19 1.672, C21 1.673, C30 1.672
21 C 0.9403 1.4891 -2.0585  C11 1.645, C20 1.673, C22 1.643
22 C 2.4231 1.5856 -1.3568  C21 1.643, C23 1.640, H65 1.178, H66 1.194
23 C 2.9744 3.1108 -1.1139  C22 1.640, C24 1.639, H67 1.193, H68 1.180
24 C 2.0756 4.2943 -1.8062  C23 1.639, C25 1.673, H69 1.170, H70 1.177
25 C 2.5868 5.7235 -1.1037  C24 1.673, O26 1.471, H71 1.180, H72 1.194
26 O 3.4132 6.5296 -2.0156  C25 1.471, C27 1.471
27 C 4.7726 6.7474 -1.4970  O26 1.471, C28 1.644, O29 1.361
28 C 5.1686 7.3808 -0.0321  C27 1.644, H73 1.193, H74 1.175, H75 1.194
29 O 5.8173 6.4371 -2.3130  C27 1.361
30 C -0.2794 1.8981 0.5549  C20 1.672, O31 1.335, C32 1.673
31 O 0.6741 2.6296 1.1371  C30 1.335
32 C -1.4894 1.1649 1.4469  C30 1.673, C33 1.643, C41 1.518
33 C -1.1381 0.5051 2.9105  C32 1.643, C34 1.651, H76 1.190, H77 1.190
34 C -2.4308 -0.2020 3.6550  C33 1.651, S35 1.883, H78 1.194, H79 1.187
35 S -3.4558 1.0352 4.6371  C34 1.883, C36 1.877
36 C -5.0962 1.2596 3.7536  S35 1.877, N37 1.513, O40 1.479
37 N -5.9836 2.4659 3.5379  C36 1.513, N38 1.414
38 N -7.0191 1.9023 2.7579  N37 1.414, C39 1.522
39 C -6.9022 0.4186 2.4413  N38 1.522, O40 1.486, H80 1.173
40 O -5.6397 0.0361 3.1257  C36 1.479, C39 1.486
41 C -2.8841 1.1298 0.8484  C32 1.518, C42 1.673, H81 1.171
42 C -3.1927 1.7821 -0.6605  C19 1.662, C41 1.673, O43 1.335
43 O -4.3437 2.4155 -0.8996  C42 1.335
44 H -4.1266 -2.9333 0.3076  C1 1.193
45 H -3.9067 -1.7321 -1.1287  C1 1.173
46 H -2.3528 -2.6501 -0.3711  C1 1.187
47 H -2.4354 -2.3421 -3.2584  C5 1.184
48 H -1.1130 -3.1546 -2.0928  C5 1.188
49 H -1.3490 -4.3740 -5.0493  C6 1.189
50 H 0.2149 -4.1709 -3.9712  C6 1.182
51 H -1.2263 -1.5013 -5.0658  C7 1.173
52 H -0.3137 -2.6252 -6.3396  C7 1.188
53 H 1.1166 -1.5301 -3.6024  C8 1.172
54 H 1.9087 -2.5479 -4.9788  C8 1.191
55 H 2.5596 -0.6694 -6.2472  C9 1.189
56 H 0.7626 -0.0479 -6.4067  C9 1.194
57 H 2.8906 0.7963 -4.0691  C10 1.192
58 H 2.1376 1.9538 -5.3666  C10 1.192
59 H -0.9859 1.0086 -5.4830  C12 1.178
60 H -4.3211 2.3070 -3.5074  C14 1.193
61 H -4.3318 0.3605 -3.8292  C14 1.182
62 H -6.8374 1.5478 -4.7799  C17 1.178
63 H -7.0853 2.8459 -6.2319  C17 1.193
64 H -6.0469 3.2578 -4.7101  C17 1.194
65 H 3.2582 0.9477 -1.8899  C22 1.178
66 H 2.3026 1.1015 -0.2722  C22 1.194
67 H 4.0952 3.1307 -1.5231  C23 1.193
68 H 3.0393 3.3033 0.0486  C23 1.180
69 H 0.9263 4.2396 -1.5914  C24 1.170
70 H 2.3396 4.4054 -2.9481  C24 1.177
71 H 3.0650 5.5418 -0.0402  C25 1.180
72 H 1.6014 6.3646 -0.8974  C25 1.194
73 H 5.1410 6.5029 0.7753  C28 1.193
74 H 4.4151 8.2122 0.3153  C28 1.175
75 H 6.2891 7.7903 0.0142  C28 1.194
76 H -0.3685 -0.3766 2.6977  C33 1.190
77 H -0.5612 1.2433 3.6439  C33 1.190
78 H -3.0693 -0.8244 2.8613  C34 1.194
79 H -1.9764 -1.0094 4.3969  C34 1.187
80 H -7.6377 -0.2295 1.7974  C39 1.173
81 H -3.8009 0.6184 1.3672  C41 1.171
82 C -4.9124 -6.6799 0.3108  O83 1.426, H88 1.093, H89 1.095, H90 1.095
83 O -4.9632 -7.5661 1.4271  C82 1.426, C84 1.357
84 C -3.8394 -7.5708 2.1878  O83 1.357, O85 1.221, O86 1.357
85 O -2.8375 -6.9012 1.9911  C84 1.221
86 O -4.0237 -8.4497 3.2051  C84 1.357, C87 1.426
87 C -2.9135 -8.5599 4.0937  O86 1.426, H91 1.095, H92 1.095, H93 1.093
88 H -5.8620 -6.7576 -0.2259  C82 1.093
89 H -4.7896 -5.6446 0.6450  C82 1.095
90 H -4.1064 -6.9657 -0.3727  C82 1.095
91 H -2.7106 -7.5998 4.5791  C87 1.095
92 H -2.0275 -8.9210 3.5614  C87 1.095
93 H -3.1707 -9.2888 4.8671  C87 1.093
94 C -2.3195 4.3107 5.2824  O95 1.426, H100 1.093, H101 1.095, H102 1.095
95 O -1.4320 3.8998 6.3206  C94 1.426, C96 1.357
96 C -1.5133 4.6446 7.4520  O95 1.357, O97 1.221, O98 1.357
97 O -2.2577 5.5955 7.6326  C96 1.221
98 O -0.6228 4.1481 8.3475  C96 1.357, C99 1.426
99 C -0.5979 4.8390 9.5950  O98 1.426, H103 1.095, H104 1.095, H105 1.093
100 H -2.1693 3.6465 4.4269  C94 1.093
101 H -3.3611 4.2228 5.6078  C94 1.095
102 H -2.0962 5.3349 4.9666  C94 1.095
103 H -1.5708 4.7724 10.0927  C99 1.095
104 H -0.3058 5.8843 9.4515  C99 1.095
105 H 0.1484 4.3578 10.2329  C99 1.093
106 C 2.9265 -1.7279 4.2233  O107 1.426, H112 1.093, H113 1.095, H114 1.095
107 O 2.8851 -3.1491 4.1106  C106 1.426, C108 1.357
108 C 2.1398 -3.6055 3.0725  O107 1.357, O109 1.221, O110 1.357
109 O 1.5323 -2.9162 2.2683  C108 1.221
110 O 2.1876 -4.9616 3.0844  C108 1.357, C111 1.426
111 C 1.4423 -5.5841 2.0397  O110 1.426, H115 1.095, H116 1.095, H117 1.093
112 H 3.5494 -1.4753 5.0858  C106 1.093
113 H 3.3777 -1.2829 3.3305  C106 1.095
114 H 1.9230 -1.3248 4.3934  C106 1.095
115 H 1.8341 -5.2931 1.0597  C111 1.095
116 H 0.3794 -5.3351 2.1227  C111 1.095
117 H 1.5511 -6.6669 2.1460  C111 1.093
118 C 4.7349 -4.4161 -8.0302  O119 1.426, H124 1.093, H125 1.095, H126 1.095
119 O 5.6224 -4.8271 -6.9921  C118 1.426, C120 1.357
120 C 5.5411 -4.0822 -5.8607  O119 1.357, O121 1.221, O122 1.357
121 O 4.7967 -3.1313 -5.6801  C120 1.221
122 O 6.4316 -4.5788 -4.9652  C120 1.357, C123 1.426
123 C 6.4565 -3.8878 -3.7177  O122 1.426, H127 1.095, H128 1.095, H129 1.093
124 H 4.8851 -5.0803 -8.8858  C118 1.093
125 H 3.6933 -4.5040 -7.7049  C118 1.095
126 H 4.9582 -3.3920 -8.3461  C118 1.095
127 H 5.4836 -3.9545 -3.2200  C123 1.095
128 H 6.7486 -2.8425 -3.8612  C123 1.095
129 H 7.2028 -4.3690 -3.0797  C123 1.093
130 C 1.6792 3.3236 4.6654  O131 1.426, H136 1.093, H137 1.095, H138 1.095
131 O 2.8589 3.9747 5.1332  C130 1.426, C132 1.357
132 C 4.0158 3.4099 4.7040  O131 1.357, O133 1.221, O134 1.357
133 O 4.1106 2.4308 3.9806  C132 1.221
134 O 5.0487 4.1233 5.2193  C132 1.357, C135 1.426
135 C 6.3383 3.6398 4.8487  O134 1.426, H139 1.095, H140 1.095, H141 1.093
136 H 0.8153 3.8585 5.0694  C130 1.093
137 H 1.6261 3.3594 3.5725  C130 1.095
138 H 1.6416 2.2894 5.0226  C130 1.095
139 H 6.4714 3.6881 3.7631  C135 1.095
140 H 6.4870 2.6183 5.2132  C135 1.095
141 H 7.0879 4.2842 5.3161  C135 1.093